Entry 1:
# C4H16O4

A 4-piece molecular cluster, C4H16O4 overall in a non-equilibrium geometry (ωB97M-V with the def2-TZVPD basis set, OMol25).

The geometry in XYZ format:
```
24
Properties=species:S:1:pos:R:3
O -1.74 2.04 1.91
H -1.81 2.52 2.73
H -2.61 2.13 1.51
O -0.56 -0.40 1.71
H -0.57 0.55 1.69
H -1.48 -0.65 1.77
C 2.70 -2.15 0.53
C 2.84 -1.35 1.83
O 1.71 -1.69 2.60
H 2.61 -3.22 0.72
H 3.56 -1.82 -0.06
H 1.82 -1.79 -0.01
H 2.80 -0.27 1.70
H 3.79 -1.55 2.33
H 0.93 -1.19 2.37
C -1.17 0.50 -1.86
C -1.79 1.49 -2.75
O -1.40 1.06 -4.05
H -1.50 0.57 -0.83
H -0.09 0.54 -2.02
H -1.59 -0.47 -2.13
H -1.48 2.50 -2.47
H -2.85 1.50 -2.52
H -2.10 1.15 -4.70
```

2S+1: 2
E: -12587.234 eV
energy above the lowest of the compared OMol25 structures with the same formula, charge and spin: 97.3 kJ/mol
<S²>: 0.75
total charge: +1
LUMO energy (spin up / spin down): -2.8753 / -9.3109 eV
frontier orbital gap (spin up / spin down): 9.7 / 3.3 eV
highest occupied orbital energy (spin up / spin down): -12.6 / -12.6 eV

=====

Entry 2:
# C4H16O6

A 4-piece molecular cluster, C4H16O6 overall in a non-equilibrium geometry (ωB97M-V with the def2-TZVPD basis set, OMol25).

The geometry in XYZ format:
```
26
Properties=species:S:1:pos:R:3
O -2.68 -2.32 0.90
C -2.06 -2.49 2.18
C -0.65 -1.93 2.09
O -0.73 -0.48 1.93
H -2.97 -1.39 0.84
H -2.66 -1.93 2.93
H -2.02 -3.58 2.35
H -0.17 -2.37 1.18
H -0.03 -2.11 2.99
H -0.98 -0.29 1.02
O 2.98 2.32 -2.59
C 1.89 3.08 -2.25
C 1.70 3.20 -0.76
O 1.48 1.87 -0.28
H 3.19 1.75 -1.80
H 2.05 4.15 -2.64
H 0.91 2.64 -2.61
H 0.86 3.76 -0.42
H 2.62 3.67 -0.30
H 1.32 1.84 0.67
O -0.89 -2.68 -1.11
H -1.44 -3.02 -0.40
H -0.44 -3.35 -1.60
O -0.73 0.01 -0.60
H 0.05 0.53 -0.82
H -0.60 -0.89 -0.91
```

E: -16691.564 eV
SMILES: OCCO.OCCO.O.O
energy above the lowest of the compared OMol25 structures with the same formula, charge and spin: 188.4 kJ/mol
total charge: 0
LUMO energy: 0.6279 eV
frontier orbital gap: 10.4 eV
highest occupied orbital energy: -9.8 eV

=====

Entry 3:
# C4H17IrNP

C4H17IrNP as an isolated structure in a non-equilibrium geometry (ωB97M-V with the def2-TZVPD basis set, OMol25).

The geometry in XYZ format:
```
24
Properties=species:S:1:pos:R:3
C -0.97 -2.70 -0.83
Ir -0.23 -0.64 -0.68
N -0.61 -0.74 -2.73
H 0.28 -1.27 0.70
H -1.59 -1.69 -0.66
H -1.08 -3.29 0.08
H 0.13 -2.59 -1.02
H -1.45 -3.14 -1.69
H 0.15 -0.34 -3.28
H -1.45 -0.18 -2.94
H -0.79 -1.67 -3.13
C 0.55 2.53 0.11
P 0.37 0.80 0.73
C 2.01 0.53 1.48
C -0.83 1.06 2.08
H 1.27 2.57 -0.72
H 0.88 3.22 0.89
H -0.41 2.89 -0.28
H 2.11 1.05 2.43
H 2.10 -0.54 1.65
H 2.80 0.84 0.79
H -0.35 1.54 2.94
H -1.66 1.67 1.70
H -1.21 0.08 2.36
```

2S+1: 6
E: -18024.978 eV
energy above the lowest of the compared OMol25 structures with the same formula, charge and spin: 185.6 kJ/mol
<S²>: 8.76
total charge: +1
LUMO energy (spin up / spin down): -3.1585 / -7.2884 eV
frontier orbital gap (spin up / spin down): 4.9 / 7.6 eV
highest occupied orbital energy (spin up / spin down): -8.1 / -14.9 eV